Density functional theory data (ωB97M-V with the def2-TZVPD basis set) for the molecule C5H12N2O.

E_LUMO   0.88 eV
SMILES   CNC(=O)[C@H](C)NC
2S+1   1
E_HOMO   -0.3171 Ha

Atoms and positions in Å:
C (-0.481, 0.337, -2.593)
N (-0.726, 1.376, -1.615)
C (-0.705, 1.151, -0.262)
O (-1.308, 1.881, 0.507)
C (0.074, -0.032, 0.313)
C (-0.895, -1.176, 0.582)
N (0.791, 0.469, 1.478)
C (1.814, -0.394, 1.958)
H (-1.353, -0.305, -2.763)
H (0.345, -0.280, -2.278)
H (-0.247, 0.778, -3.559)
H (-1.414, 2.078, -1.850)
H (0.864, -0.381, -0.359)
H (-1.298, -1.544, -0.355)
H (-1.679, -0.899, 1.281)
H (-0.360, -1.991, 1.065)
H (0.138, 0.808, 2.170)
H (2.271, 0.007, 2.857)
H (1.535, -1.433, 2.176)
H (2.633, -0.452, 1.247)

Cartesian forces, eV/Å:
C -0.4 0.0 -0.3
N -0.1 -0.3 0.4
C -0.2 0.2 0.2
O 0.1 0.0 -0.2
C 0.4 0.5 0.1
C 0.4 -0.3 0.2
N -0.6 0.3 -0.5
C 0.7 -0.5 0.5
H 0.0 0.0 0.2
H 0.2 -0.1 -0.1
H 0.2 0.1 0.0
H 0.1 0.0 -0.1
H -0.2 0.1 -0.2
H -0.3 -0.1 -0.1
H -0.2 0.3 -0.2
H 0.1 -0.2 -0.1
H 0.1 0.0 0.1
H -0.1 0.1 0.2
H -0.2 0.0 0.1
H 0.1 0.0 -0.4

Density functional theory data (ωB97M-V with the def2-TZVPD basis set) for the molecule C5H12N2O at a distorted geometry.

E_LUMO   0.87 eV
SMILES   CCC(=O)NCCN
2S+1   1
E_HOMO   -0.3464 Ha

Atoms and positions in Å:
C (-2.045, 1.867, -1.197)
C (-1.279, 0.957, -0.229)
C (-1.163, -0.409, -0.828)
O (-1.685, -0.838, -1.827)
N (-0.337, -1.259, -0.128)
C (0.383, -0.953, 1.122)
C (1.796, -0.324, 0.821)
N (2.910, -1.339, 0.853)
H (-2.482, 2.838, -0.807)
H (-1.421, 2.241, -2.007)
H (-2.862, 1.354, -1.737)
H (-0.306, 1.354, -0.036)
H (-1.917, 0.942, 0.667)
H (-0.438, -2.314, -0.264)
H (-0.297, -0.295, 1.771)
H (0.538, -1.904, 1.791)
H (2.075, 0.642, 1.276)
H (1.770, 0.099, -0.282)
H (2.998, -1.809, 0.001)
H (3.764, -0.850, 1.038)

Cartesian forces, eV/Å:
C -0.7 1.5 -1.0
C -2.1 1.1 -1.0
C 1.1 -1.7 0.8
O -0.8 0.5 -0.6
N 0.6 -2.7 1.4
C -0.1 0.2 1.6
C 0.3 0.3 -3.1
N -1.4 1.7 2.1
H 0.5 -1.3 0.3
H 0.4 -0.2 -0.1
H 0.4 0.0 0.6
H 0.6 0.2 0.5
H 0.7 -0.4 0.1
H 0.0 2.4 -0.4
H 1.2 -0.6 -0.8
H -0.2 1.6 -1.6
H -0.2 -0.9 1.0
H -0.5 -1.0 1.7
H 0.0 -0.7 -1.5
H 0.5 0.0 0.0

Density functional theory data (ωB97M-V with the def2-TZVPD basis set) for the molecule C5H12N2O at a distorted geometry.

E_LUMO   0.86 eV
SMILES   CC(C)[C@H](N)C(N)=O
2S+1   1
E_HOMO   -0.3533 Ha

Atoms and positions in Å:
C (0.971, -0.787, 1.521)
C (-0.093, 0.235, 1.071)
C (-1.534, -0.355, 0.884)
C (0.251, 0.797, -0.297)
N (-0.436, 2.080, -0.627)
C (0.092, -0.165, -1.447)
N (1.180, -0.936, -1.835)
O (-0.972, -0.237, -2.024)
H (0.592, -1.780, 1.206)
H (1.193, -0.811, 2.589)
H (1.941, -0.564, 1.068)
H (-0.056, 1.134, 1.716)
H (-1.508, -1.359, 0.455)
H (-1.819, -0.444, 1.987)
H (-2.357, 0.218, 0.519)
H (1.336, 1.126, -0.305)
H (-0.435, 2.186, -1.651)
H (-1.465, 1.910, -0.568)
H (2.137, -0.661, -1.682)
H (0.983, -1.588, -2.581)

Cartesian forces, eV/Å:
C -0.7 -0.4 -0.3
C -0.6 0.8 -1.4
C 0.8 -0.7 4.4
C 2.6 2.0 -1.1
N -1.7 -0.8 -0.2
C 0.5 -0.5 -0.4
N -0.8 0.2 0.3
O -0.2 -0.5 -0.3
H 0.7 0.3 0.2
H -0.5 0.1 0.1
H -0.2 -0.2 -0.2
H -0.4 -0.5 -0.1
H 0.0 0.2 -0.1
H -0.1 -0.6 -1.2
H 0.1 0.7 -0.9
H -0.8 -0.5 0.2
H 0.7 0.1 0.4
H 0.9 0.1 0.6
H -0.2 0.0 0.2
H 0.2 0.2 0.0

Density functional theory data (ωB97M-V with the def2-TZVPD basis set) for the molecule C5H12N2O at a distorted geometry.

E_LUMO   0.81 eV
SMILES   CCCCNC(N)=O
2S+1   1
E_HOMO   -0.3474 Ha

Atoms and positions in Å:
C (-2.388, 0.640, -1.413)
C (-2.325, -0.729, -0.767)
C (-0.967, -1.458, -0.966)
C (0.274, -0.621, -0.747)
N (0.377, -0.234, 0.637)
C (1.388, 0.542, 1.153)
N (2.183, 1.189, 0.258)
O (1.566, 0.630, 2.361)
H (-3.379, 1.061, -1.276)
H (-1.643, 1.316, -0.990)
H (-2.219, 0.647, -2.496)
H (-3.077, -1.361, -1.232)
H (-2.619, -0.686, 0.284)
H (-1.025, -1.934, -1.945)
H (-0.969, -2.292, -0.266)
H (0.382, 0.217, -1.432)
H (1.089, -1.319, -0.995)
H (0.036, -0.890, 1.322)
H (2.116, 1.142, -0.740)
H (2.881, 1.786, 0.664)

Cartesian forces, eV/Å:
C 0.0 0.3 -0.1
C 0.3 -0.3 -0.4
C -1.6 0.4 0.2
C 0.7 -1.5 -0.2
N 0.0 0.5 0.1
C -0.1 -0.4 0.5
N 0.3 0.4 0.0
O 0.0 0.1 -0.3
H -0.1 0.2 0.1
H -0.1 0.1 0.1
H 0.1 -0.4 0.1
H -0.2 -0.1 0.0
H 0.3 0.2 0.0
H 0.5 0.3 -0.2
H 0.3 -0.2 0.1
H -0.4 0.2 0.1
H 0.3 0.3 -0.1
H -0.1 0.1 0.0
H -0.1 -0.1 0.0
H 0.0 0.0 0.0

Quick rundown of relative energy (zero: lowest compared OMol25 entry of this formula, charge and spin), same order as above: 25.14 41.24 26.47 5.77 kcal per mole
Quick rundown of gap between HOMO and LUMO, same order as above: 9.507 10.293 10.477 10.261 eV